1.
Molecular formula: C10H13ClN2O
Method: DFT, wB97M-V/def2-TZVPD

```
27
Properties=species:S:1:pos:R:3:forces:R:3
C -2.192922 1.983146 0.626654 -0.1 -1.8 0.3
C -1.814547 0.583746 1.182589 1.3 2.5 0.3
C -2.500788 -1.113916 -0.513536 0.8 0.3 0.6
C -0.091168 -1.591152 -0.147246 1.0 -0.7 2.6
C 1.146093 -0.721537 -0.259169 0.3 0.6 1.8
C 1.909874 -0.441761 0.897066 0.6 0.1 -0.6
C 3.124878 0.259801 0.825019 -0.6 -0.3 0.1
C 3.591361 0.736364 -0.398842 -1.2 -0.7 -0.2
C 2.826602 0.519418 -1.522776 -2.1 -0.8 0.0
C 1.559068 -0.158314 -1.423504 1.6 0.2 -0.9
H -1.590826 2.684925 1.162732 0.1 0.8 0.1
H -3.237021 2.060965 0.764424 -1.1 0.9 0.2
H -1.750641 0.651119 2.283202 -0.7 -0.1 -0.2
H -0.744764 0.664374 0.957325 -0.1 -1.7 -0.5
H -3.590677 -0.430678 0.959060 -1.2 0.2 0.5
H -1.128441 -1.623876 -1.884195 -0.4 -0.4 -0.9
H -0.382939 -1.646675 0.956335 0.0 0.5 -1.5
H 0.257425 -2.648171 -0.240067 -0.4 0.5 -0.7
H 1.521672 -0.815937 1.824746 0.1 -0.1 0.5
H 3.752451 0.444212 1.689992 -0.3 -0.1 0.2
H 4.496814 1.270006 -0.495185 0.9 0.4 0.1
H 3.129477 0.848483 -2.496260 0.2 0.3 -0.3
H 0.924156 -0.378362 -2.267868 0.3 0.4 -0.6
N -2.636667 -0.474037 0.725762 1.6 -1.1 -1.2
N -1.182469 -1.214658 -0.986882 -0.9 0.0 0.7
O -3.469621 -1.544265 -1.090800 0.0 -0.1 -0.4
Cl -1.926392 2.096777 -1.128581 0.2 0.1 0.1
```
Forces are in eV/Å.

SMILES: O=C(NCCCl)NCc1ccccc1
ΔE to the lowest compared entry with this formula, charge and spin in kcal/mol: 10.7
HOMO in hartree: -0.3427
HOMO-LUMO gap in eV: 10.07
Calculated total energy in eV: -28131.075


2.
Molecular formula: C10H13ClSi
Method: DFT, wB97M-V/def2-TZVPD

```
25
Properties=species:S:1:pos:R:3:forces:R:3
C -1.469637 2.372040 0.439172 3.7 2.7 -1.0
C -0.363253 3.178334 -0.097405 -6.0 0.7 -1.1
C -1.133053 1.189637 1.032698 -1.0 -2.8 0.5
C 0.895361 2.733665 -0.010540 3.9 -2.1 1.9
C 0.198102 0.502085 0.921264 -0.2 2.6 0.8
C 1.296855 1.534970 0.700676 -3.0 1.0 -2.4
C 0.443131 -0.790933 1.686528 -0.7 -0.6 -2.4
C 2.604834 1.164045 0.950528 0.7 -0.6 0.1
C 1.607321 -1.559580 -1.037895 -1.4 -2.2 0.6
C -1.773192 -1.743814 -0.763368 -0.9 3.1 -1.7
Si -0.051880 -1.156810 -0.173652 1.2 0.3 0.6
Cl 3.900230 2.208913 0.535628 0.0 -0.5 0.3
H -2.409983 2.862089 0.545146 -0.8 -0.2 -0.1
H -0.577613 4.136325 -0.702218 0.2 -1.6 1.3
H -2.034790 0.577616 1.349453 1.4 0.5 0.0
H 1.628688 3.451223 -0.354746 0.5 -0.4 0.1
H 1.398144 -1.164428 2.033116 0.2 0.4 -0.2
H -0.343676 -1.121209 2.293117 -1.1 0.0 1.2
H 2.760597 0.135878 1.282178 0.8 0.6 -0.1
H 2.234762 -0.785669 -0.741568 1.0 1.9 -0.3
H 2.113773 -2.379805 -0.494628 -0.6 -0.2 -0.3
H 1.589582 -1.817593 -2.090701 0.1 0.4 -0.1
H -2.194582 -1.164387 -1.777380 1.4 -1.5 2.7
H -1.699658 -2.758033 -0.981522 0.2 -1.9 -0.7
H -2.591828 -1.687473 -0.035289 0.4 0.4 0.1
```
Forces are in eV/Å.

⟨S²⟩: 2.0165
2S+1: 3
ΔE to the lowest compared entry with this formula, charge and spin in kcal/mol: 5.8
HOMO (spin up / spin down) in hartree: -0.1792 / -0.3113
HOMO-LUMO gap (spin up / spin down) in eV: 5.43 / 6.76
Calculated total energy in eV: -30975.821


3.
Molecular formula: C10H13F6N4SSbTl
Method: DFT, wB97M-V/def2-TZVPD

```
36
Properties=species:S:1:pos:R:3:forces:R:3
Tl -1.259784 1.789766 -1.038403 -0.1 0.3 -0.6
C -2.590486 0.293380 5.205683 0.1 0.0 0.0
C -3.230161 0.114774 3.835703 0.0 0.0 0.0
N -2.303659 -0.447094 2.867679 0.2 0.1 -0.1
C -1.508760 0.252485 2.047227 -0.4 0.4 0.1
S -1.587685 1.917271 1.821397 -0.1 -0.2 0.8
N -0.622693 -0.573801 1.387741 0.0 -0.6 0.2
N 0.137933 0.028369 0.531764 0.1 0.2 0.0
C 1.348967 -0.306869 0.284905 0.2 -0.1 -0.1
C 2.121149 -1.273821 1.130129 0.0 0.1 -0.1
C 1.969880 0.310882 -0.908975 -0.1 0.0 0.0
C 3.030524 -0.311557 -1.543794 0.1 -0.2 0.0
C 3.534036 0.246802 -2.706924 0.1 -0.1 -0.1
C 2.991520 1.428430 -3.168922 0.0 0.0 0.0
C 1.951782 1.999144 -2.449700 -0.1 0.0 0.1
N 1.436969 1.456013 -1.352149 0.2 0.0 -0.1
H -3.332594 0.653759 5.920920 0.1 0.0 0.0
H -1.781324 1.024919 5.153279 0.0 -0.1 0.0
H -2.184558 -0.651340 5.574541 0.0 0.1 0.0
H -3.565055 1.072908 3.451004 -0.1 0.0 -0.1
H -4.092487 -0.549103 3.896078 0.0 0.0 0.0
H -2.116619 -1.438935 2.902882 0.0 0.0 -0.1
H 1.628791 -1.413856 2.084783 0.0 0.0 0.1
H 3.139867 -0.921866 1.293325 0.0 0.0 0.0
H 2.164984 -2.242890 0.620565 0.0 0.1 0.0
H 3.422161 -1.248869 -1.170668 0.0 0.1 0.0
H 4.329595 -0.246913 -3.251827 0.0 0.0 0.0
H 3.348906 1.898329 -4.074997 0.0 0.0 0.0
H 1.510342 2.935993 -2.771837 0.0 -0.1 0.0
F -1.354812 -0.751892 -1.797929 -0.1 0.0 0.2
Sb -1.143576 -0.871642 -3.710883 0.1 0.2 0.2
F -1.726926 -2.644729 -3.675364 0.0 -0.2 0.0
F 0.630742 -1.384125 -3.332453 0.3 0.0 0.0
F -0.777358 -0.863357 -5.543446 -0.1 -0.1 -0.2
F -0.617942 0.968701 -3.610736 0.2 0.0 0.0
F -2.901672 -0.249268 -3.900598 -0.2 0.0 -0.1
```
Forces are in eV/Å.

⟨S²⟩: 0.7626
2S+1: 2
HOMO (spin up / spin down) in hartree: -0.3236 / -0.3216
HOMO-LUMO gap (spin up / spin down) in eV: 8.27 / 6.00
Calculated total energy in eV: -54916.076


4.
Molecular formula: C10H13FINO2
Method: DFT, wB97M-V/def2-TZVPD

```
28
Properties=species:S:1:pos:R:3:forces:R:3
N -4.162848 1.513708 -1.436514 0.5 0.3 -0.2
C -3.402539 0.660675 -0.635291 0.0 -0.5 -0.1
O -3.861523 -0.127800 0.138970 0.0 0.3 0.4
O -2.067324 0.761088 -0.892583 -0.1 0.6 -0.2
C -1.205083 0.799874 0.249812 0.4 -0.4 0.3
C -0.323461 2.036262 0.245595 0.0 0.0 0.2
C -1.089736 3.349234 0.134295 -0.1 -0.1 -0.3
I -1.594033 4.191754 2.032563 0.0 0.0 0.0
H -4.680506 2.185544 -0.884399 -0.4 -0.3 0.0
H -3.573553 2.003149 -2.099260 0.0 0.1 0.1
H -1.788961 0.766783 1.173103 -0.1 -0.1 -0.2
H -0.557353 -0.080186 0.228507 -0.2 0.0 0.0
H 0.443345 1.967241 -0.530947 -0.2 0.0 -0.1
H 0.201849 2.006263 1.205064 0.2 0.0 -0.2
H -2.050938 3.207999 -0.356498 0.1 0.0 -0.1
H -0.542548 4.113960 -0.409440 0.0 0.0 0.1
F 3.303024 0.124599 0.137660 0.0 0.0 0.0
C 2.914847 -1.169534 0.148535 0.0 0.0 0.0
C 2.505876 -1.744846 -1.037605 0.0 0.0 -0.1
C 2.100831 -3.071819 -1.026249 0.0 0.0 0.0
C 2.107764 -3.795704 0.158310 0.0 0.0 0.0
C 2.523320 -3.189662 1.336043 0.0 0.0 0.0
C 2.933975 -1.863643 1.341128 0.0 0.0 0.0
H 2.507161 -1.155570 -1.944608 0.0 0.0 0.0
H 1.778357 -3.538736 -1.947473 0.0 0.0 0.0
H 1.788922 -4.829141 0.163914 0.0 0.0 0.0
H 2.527482 -3.750176 2.261633 0.0 0.0 0.0
H 3.263655 -1.371316 2.245735 0.0 0.0 0.0
```
Forces are in eV/Å.

SMILES: NC(=O)OCCCI.Fc1ccccc1
HOMO in hartree: -0.3493
HOMO-LUMO gap in eV: 9.94
Calculated total energy in eV: -26984.239


5.
Molecular formula: C10H13N2
Method: DFT, wB97M-V/def2-TZVPD

```
25
Properties=species:S:1:pos:R:3:forces:R:3
C -3.487316 0.130300 -0.051355 -1.1 -3.4 0.0
C -3.050672 -1.164361 0.389552 3.2 -1.4 2.7
C -2.604763 1.037268 -0.331170 0.9 4.4 -0.7
C -1.726555 -1.523636 0.717611 -1.3 1.1 -1.6
C -1.187051 0.844325 -0.055964 0.0 -1.5 -0.3
C -0.723693 -0.533397 0.382262 -1.7 1.0 -0.1
C 1.000109 0.873626 0.024108 0.8 -0.1 1.5
C 1.564737 1.443527 1.383392 -2.4 -1.4 0.6
C 1.865798 1.144464 -1.188637 1.6 -1.0 -0.5
C 2.287651 -2.354746 -0.698900 -0.4 -0.2 2.4
N -0.163190 1.585806 -0.251623 -2.4 1.4 -0.4
N 0.547777 -0.481104 0.427752 2.3 -1.8 -1.4
H -4.547029 0.054921 -0.240213 -0.2 1.3 -0.2
H -3.782685 -1.851390 0.766920 -0.5 -0.4 -0.4
H -2.956501 2.021950 -0.721190 0.6 -0.8 0.3
H -1.417066 -2.504437 1.049665 -0.3 0.0 0.2
H 2.274192 2.214294 1.342466 0.6 1.3 -0.5
H 2.028718 0.601193 1.859478 0.4 -0.3 0.4
H 0.634732 1.701073 2.003942 1.6 -0.1 -0.7
H 1.456720 0.903768 -2.152256 -1.0 0.0 -0.2
H 2.891225 0.776059 -1.331663 -0.1 -0.5 1.1
H 2.023632 2.187971 -1.130841 -0.1 1.2 -0.3
H 2.262705 -1.917022 -1.637032 -0.4 0.8 -1.8
H 1.950874 -3.419122 -0.591522 0.2 1.3 0.3
H 2.857662 -1.771340 0.035229 -0.3 -0.8 0.0
```
Forces are in eV/Å.

ΔE to the lowest compared entry with this formula, charge and spin in kcal/mol: 151.4
HOMO (spin up / spin down) in hartree: -0.4645 / -0.4614
HOMO-LUMO gap (spin up / spin down) in eV: 5.79 / 4.92
Net charge: +1
Calculated total energy in eV: -13548.768


6.
Molecular formula: C10H13N2
Method: DFT, wB97M-V/def2-TZVPD

```
25
Properties=species:S:1:pos:R:3:forces:R:3
C -3.679190 0.269585 0.042687 1.3 1.4 0.6
C -3.016093 1.445003 0.449753 -2.2 0.2 0.1
C -2.964971 -0.864620 -0.287142 -1.8 1.1 0.1
C -1.680465 1.336225 0.645894 1.9 1.1 0.7
C -1.625290 -0.802154 -0.214423 2.4 -0.5 1.1
C 1.116917 -0.571367 0.038551 -0.8 -0.6 0.1
C -0.701111 -1.921292 -0.751759 -1.3 -0.4 -1.8
C 3.435301 -0.732760 0.402021 0.1 2.2 -1.4
C 2.173441 1.544109 -0.392975 0.2 0.1 1.0
C 2.207993 0.260351 0.459121 0.2 -0.1 1.4
N 0.613586 -1.485979 -0.483025 0.6 -0.2 -0.6
N -0.992361 0.228079 0.380402 -0.1 -0.6 -1.4
H -4.721384 0.219010 0.007589 -1.5 0.1 -0.2
H -3.541342 2.408495 0.707396 0.5 -1.3 -0.4
H -3.593125 -1.660756 -0.577689 0.1 -1.3 -0.6
H -1.092624 2.205806 1.036914 -0.5 -1.0 -0.3
H -0.779743 -2.958539 -0.432071 -0.4 0.2 1.0
H -0.975600 -2.147680 -1.865276 1.1 1.2 1.5
H 3.272923 -1.231141 -0.530485 0.6 -0.7 -0.6
H 3.405284 -1.435928 1.190519 0.1 -0.5 0.9
H 4.397846 -0.165576 0.333280 -0.9 -0.5 0.3
H 2.489100 2.334064 0.313001 -1.0 0.1 -0.6
H 1.200878 1.626786 -0.927727 0.8 0.6 0.6
H 2.988097 1.555463 -1.066912 0.6 -0.3 -1.2
H 2.061942 0.544819 1.522362 -0.2 -0.3 -0.6
```
Forces are in eV/Å.

SMILES: CC(C)C#[N+]Cc1ccccn1
ΔE to the lowest compared entry with this formula, charge and spin in kcal/mol: 59.4
HOMO in hartree: -0.5037
HOMO-LUMO gap in eV: 10.57
Net charge: +1
Calculated total energy in eV: -13552.757


7.
Molecular formula: C10H13N2
Method: DFT, wB97M-V/def2-TZVPD

```
25
Properties=species:S:1:pos:R:3:forces:R:3
C -0.538221 -2.749198 1.730265 -1.2 0.2 -2.1
C -1.607437 -3.198710 0.969776 -1.5 0.6 -2.6
C 0.129706 -1.576793 1.398532 -1.0 0.0 0.5
C -2.042622 -2.401888 -0.173370 0.5 0.0 1.1
C -0.463229 -0.632398 0.495623 1.0 -0.1 0.5
C -1.559637 -1.177723 -0.091851 1.2 -0.3 0.2
C 0.580843 1.240315 -0.662171 -2.4 0.0 -0.9
C 0.553194 1.177785 1.814136 -3.5 -1.0 -0.5
C 0.906375 2.663275 -0.402938 0.5 0.3 -4.5
C 0.739741 0.957280 -3.062294 1.9 -1.6 -0.6
N 0.108357 0.587103 0.487665 1.6 1.1 1.9
N 0.353623 0.630768 -1.748771 0.6 -1.3 1.1
H -0.337611 -3.514103 2.387214 1.7 -1.0 2.0
H -2.186965 -4.159028 0.961157 1.0 0.9 0.8
H 1.092981 -1.209402 1.766587 -0.5 -0.6 0.2
H -2.707517 -2.689662 -0.933881 -1.0 -0.7 -0.6
H 0.038987 0.716498 2.646205 -0.1 -1.1 -0.1
H -0.013482 2.072332 1.864997 0.5 1.6 -0.1
H 1.552228 1.211278 2.097818 2.0 0.3 -0.4
H 0.211817 3.171576 0.180448 -1.9 0.8 0.4
H 1.107165 3.197140 -1.418597 -0.3 -0.8 2.0
H 1.709888 2.722637 0.214204 3.0 0.3 1.4
H -0.054519 0.833799 -3.694810 -2.6 -0.5 -1.4
H 1.448228 0.163821 -3.564646 -0.7 1.7 1.5
H 0.978108 1.963298 -3.261296 1.2 1.3 0.1
```
Forces are in eV/Å.

ΔE to the lowest compared entry with this formula, charge and spin in kcal/mol: 161.3
HOMO (spin up / spin down) in hartree: -0.4673 / -0.4634
HOMO-LUMO gap (spin up / spin down) in eV: 6.51 / 5.95
Net charge: +1
Calculated total energy in eV: -13548.341


8.
Molecular formula: C10H13N2O3
Method: DFT, wB97M-V/def2-TZVPD

```
28
Properties=species:S:1:pos:R:3:forces:R:3
C 3.678219 -0.776609 -0.100313 -0.5 -0.1 1.3
C 3.816465 0.296048 -1.011001 2.4 -0.2 -1.5
C 2.468309 -0.707404 0.602057 -0.5 -1.9 0.3
C 2.815082 1.121434 -1.291230 4.1 2.4 -3.6
C 1.455153 0.087677 0.215503 -3.8 -2.6 5.3
C 0.419711 0.408029 2.478167 3.5 -1.8 -0.9
C -0.949055 -0.527752 -1.029657 -1.2 -1.6 0.7
C -1.959818 -0.898595 1.219151 0.0 -2.8 -1.1
C -1.804046 1.457175 0.395829 -1.7 1.8 1.6
C -1.090599 0.082266 0.377041 -0.4 -0.5 1.7
N 1.650078 1.089464 -0.644832 0.6 0.2 -1.3
N 0.222499 0.079541 0.997834 3.0 0.7 -0.7
O 1.542273 0.106052 2.941645 -0.2 0.1 -0.5
O 0.796041 1.922034 -0.917245 -3.0 3.1 -0.9
O -0.508635 0.889549 3.030617 -3.7 1.5 1.4
H 4.380632 -1.541488 0.175240 0.5 0.2 -0.3
H 4.784488 0.430052 -1.562159 -1.1 0.0 0.4
H 2.174301 -1.404653 1.388607 0.4 0.2 -0.3
H 3.000023 1.947669 -2.076042 -0.8 -1.4 1.6
H -0.776560 0.301645 -1.699874 0.3 -0.4 -0.7
H -0.259401 -1.428564 -1.047675 0.0 1.6 0.0
H -1.899082 -1.098872 -1.208510 0.4 1.2 -0.5
H -2.581486 -0.523665 1.985246 -0.3 1.1 0.8
H -1.389051 -1.763280 1.728601 -0.5 1.4 -1.0
H -2.678789 -1.386691 0.487325 0.6 0.3 0.9
H -1.971744 2.018843 1.443460 0.8 -2.1 -1.8
H -1.223317 2.233696 -0.106696 -0.4 -0.4 -0.6
H -2.893190 1.390419 0.047380 1.5 0.0 -0.2
```
Forces are in eV/Å.

⟨S²⟩: 2.0197
2S+1: 3
HOMO (spin up / spin down) in hartree: -0.0636 / -0.1551
HOMO-LUMO gap (spin up / spin down) in eV: 5.20 / 5.63
Net charge: -1
Calculated total energy in eV: -19699.261


Result set for largest force on an atom: 2.90; 6.09; 0.79; 0.64; 4.57; 2.67; 4.50; 7.00 eV/A, one per record in the order listed.